Entry from OMol25: C23H24CeCl3GeO5PS3 as an isolated structure at a distorted geometry (wB97M-V/def2-TZVPD).

```
! RIJCOSX wB97M-V def2-TZVPD def2/J DEFGRID3
* xyz 0 1
Ce 0.80 0.07 1.08
O 4.00 2.27 2.15
Cl 2.95 1.37 1.94
O 2.91 0.88 0.54
O 2.98 0.19 2.77
O 1.62 1.99 2.16
Cl 0.19 -0.08 3.95
C -0.99 1.05 4.58
C -1.08 1.11 5.96
C -1.96 2.01 6.53
C -2.73 2.82 5.71
C -2.63 2.72 4.34
Cl -3.65 3.75 3.38
C -1.75 1.82 3.70
S -1.67 1.71 1.96
H -0.46 0.46 6.57
H -2.04 2.08 7.61
H -3.42 3.53 6.14
S 0.96 -1.03 -1.66
P 0.60 0.86 -2.26
S 0.27 2.18 -0.78
C -0.86 0.88 -3.34
C -2.13 1.03 -2.79
C -3.25 1.04 -3.60
C -3.10 0.90 -4.98
C -1.84 0.75 -5.54
C -0.72 0.74 -4.72
C 1.96 1.43 -3.30
C 2.08 2.80 -3.56
C 3.09 3.26 -4.40
C 3.97 2.36 -4.98
C 3.86 1.00 -4.72
C 2.85 0.54 -3.88
H -2.24 1.15 -1.72
H -4.23 1.16 -3.17
H -3.98 0.92 -5.62
H -1.73 0.64 -6.61
H 0.26 0.62 -5.16
H 1.40 3.50 -3.10
H 3.19 4.32 -4.59
H 4.76 2.72 -5.63
H 4.55 0.30 -5.17
H 2.76 -0.52 -3.66
C 0.71 -5.42 1.73
Ge 0.01 -3.61 1.62
C -1.04 -3.64 -0.03
C -1.15 -3.40 3.18
C 1.45 -2.26 1.59
H -0.14 -6.11 1.69
H 1.26 -5.60 2.65
H 1.37 -5.63 0.88
H -2.07 -3.90 0.19
H -0.62 -4.41 -0.69
H -1.03 -2.70 -0.58
H -2.08 -3.95 3.00
H -1.40 -2.36 3.39
H -0.66 -3.82 4.06
H 2.19 -2.55 0.84
H 1.94 -2.25 2.57
O -2.60 -0.92 0.53
C -1.73 -0.77 1.23
*
```

The value obtained for the HOMO energy (alpha / beta) is -7.9 / -7.9 eV. The calculation puts the LUMO energy (alpha / beta) at -1.9 / -1.9 eV. The frontier orbital gap (alpha / beta) is 5.97 / 5.96 eV. As for the relative energy (zero: lowest compared OMol25 entry of this formula, charge and spin): 0.0 kcal per mole.


Entry from OMol25: one molecule with the formula C4H7NO at a distorted geometry (wB97M-V/def2-TZVPD).

```
! RIJCOSX wB97M-V def2-TZVPD def2/J DEFGRID3
* xyz 0 1
O 1.93 0.86 0.29
C 0.90 0.38 -0.53
C 0.33 -1.13 -0.07
C -1.01 -0.43 0.03
N -0.86 0.57 1.10
C -0.49 0.91 -0.28
H 1.67 0.11 0.83
H 1.21 0.35 -1.58
H 0.59 -1.69 0.87
H 0.44 -1.83 -0.90
H -1.98 -0.83 -0.24
H -1.77 0.98 1.29
H -0.96 1.73 -0.80
*
```

The value obtained for the HOMO energy is -9.4 eV. The calculation puts the LUMO energy at 1.0 eV. The frontier orbital gap is 10.42 eV. As for the relative energy (zero: lowest compared OMol25 entry of this formula, charge and spin): 83.7 kcal per mole. Its SMILES is O[C@H]1C[C@H]2N[C@@H]12.


> Look up the relative energy (zero: lowest compared OMol25 entry of this formula, charge and spin) of the first one.

0.0 kcal per mole


> Look up the relative energy (zero: lowest compared OMol25 entry of this formula, charge and spin) of the second one.

83.7 kcal per mole